Entry 1:
Computed, not measured: the molecule C4H4O2 in a non-equilibrium geometry, with the ωB97M-V functional and the def2-TZVPD basis.

Last column: natural (NBO) charge in e.
Cartesian coordinates (Å):
1 O 0.273 -2.197 0.791  -0.500
2 C 0.211 -1.092 0.311  0.561
3 C 0.555 0.302 0.798  -0.543
4 C -0.453 0.866 -0.223  0.105
5 O 0.153 0.926 -1.432  -0.452
6 C -0.505 -0.480 -0.875  -0.095
7 H 1.598 0.513 0.534  0.251
8 H 0.279 0.557 1.808  0.233
9 H -1.263 1.526 0.075  0.201
10 H -0.848 -0.921 -1.787  0.238

For the LUMO energy, the calculation gives 0.409 eV. For the relative energy (zero: lowest compared OMol25 entry of this formula, charge and spin), the calculation gives 65.0 kcal per mole. For the HOMO-LUMO gap, the calculation gives 0.375 hartree. Its multiplicity is 1. The structure (SMILES) is O=C1C[C@H]2O[C@@H]12.



Entry 2:
Computed, not measured: the molecule C4H4O2, with the ωB97M-V functional and the def2-TZVPD basis.

Last column: natural (NBO) charge in e.
Cartesian coordinates (Å):
1 O -1.806 0.716 1.754  -0.512
2 C -0.840 0.408 1.164  0.747
3 O -0.770 -1.040 0.236  -0.538
4 C 0.578 -0.657 -0.002  -0.023
5 C 0.119 -0.173 -1.314  0.006
6 C 0.477 0.595 0.789  -0.527
7 H 1.348 -1.419 0.118  0.204
8 H 0.288 0.857 -1.636  0.203
9 H -0.524 -0.786 -1.940  0.207
10 H 1.118 1.459 0.893  0.233

For the LUMO energy (spin up / spin down), the calculation gives -1.499 / -1.495 eV. For the relative energy (zero: lowest compared OMol25 entry of this formula, charge and spin), the calculation gives 109.0 kcal per mole. For the HOMO-LUMO gap (spin up / spin down), the calculation gives 0.253 / 0.254 hartree. Its multiplicity is 1.



Entry 3:
Computed, not measured: a structure of composition C4H4O2 in a non-equilibrium geometry, with the ωB97M-V functional and the def2-TZVPD basis.

Last column: natural (NBO) charge in e.
Cartesian coordinates (Å):
1 O 2.295 -1.181 -0.076  -0.536
2 C 1.312 -0.522 0.128  0.755
3 O 1.136 0.867 0.021  -0.505
4 C -0.265 0.716 0.494  0.016
5 C -0.906 0.332 -0.765  -0.369
6 C -0.077 -0.735 0.503  -0.303
7 H -0.583 1.415 1.258  0.216
8 H -1.722 -0.329 -1.001  0.232
9 H -0.576 1.003 -1.592  0.243
10 H -0.561 -1.545 1.069  0.251

For the LUMO energy, the calculation gives 0.138 eV. For the relative energy (zero: lowest compared OMol25 entry of this formula, charge and spin), the calculation gives 67.6 kcal per mole. For the HOMO-LUMO gap, the calculation gives 0.366 hartree. Its multiplicity is 1.



Entry 4:
Computed, not measured: a cluster of 3 separate species, C4H4O2 in total in a non-equilibrium geometry, with the ωB97M-V functional and the def2-TZVPD basis.

Last column: natural (NBO) charge in e.
Cartesian coordinates (Å):
1 C -0.278 1.281 0.237  0.168
2 C -1.515 1.042 0.204  -0.422
3 C 1.044 1.268 0.154  -0.024
4 C -2.808 0.919 0.071  0.701
5 O 1.649 2.393 -0.356  -0.670
6 O -3.968 0.794 0.179  -0.433
7 H 1.534 0.648 0.856  0.207
8 H -1.353 0.016 -2.125  -0.011
9 H 1.391 2.458 -1.237  0.477
10 H -1.358 -0.847 -2.164  0.006

For the LUMO energy, the calculation gives -0.814 eV. For the relative energy (zero: lowest compared OMol25 entry of this formula, charge and spin), the calculation gives 102.7 kcal per mole. For the HOMO-LUMO gap, the calculation gives 0.272 hartree. Its multiplicity is 1.